Record 1
Entry from the OMol25 dataset: C37H106N8O13 as an isolated structure in a non-equilibrium geometry (wB97M-V/def2-TZVPD).

```
! wB97M-V def2-TZVPD RIJCOSX def2/J DEFGRID3
* xyz 0 1
C -3.180 -3.454 0.384
C -4.166 -2.606 -0.243
O -5.433 -2.399 0.386
H -3.538 -4.483 0.404
H -3.014 -3.229 1.438
H -2.246 -3.565 -0.167
H -4.333 -2.950 -1.264
H -3.693 -1.627 -0.324
H -5.873 -3.245 0.268
C 2.311 2.246 -2.478
C 1.907 2.615 -3.880
O 2.557 1.630 -4.674
H 3.389 2.382 -2.397
H 2.005 1.205 -2.379
H 1.801 2.920 -1.789
H 2.321 3.615 -4.009
H 0.846 2.719 -4.107
H 1.996 1.526 -5.446
C 3.488 2.067 2.259
C 2.540 1.166 1.498
O 2.487 -0.041 2.320
H 4.396 1.520 2.513
H 3.100 2.543 3.160
H 3.693 2.929 1.624
H 2.948 0.874 0.531
H 1.574 1.638 1.318
H 3.368 -0.199 2.667
C -1.065 -4.682 -0.888
C 0.207 -4.399 0.028
O 0.488 -5.662 0.616
H -0.840 -5.558 -1.497
H -1.301 -3.770 -1.436
H -1.948 -5.002 -0.335
H 0.024 -3.693 0.839
H 1.075 -3.976 -0.476
H 1.383 -5.984 0.490
C -1.199 1.207 2.997
C -1.830 0.413 4.214
O -1.408 -0.871 3.985
H -1.574 0.944 2.008
H -0.117 1.243 2.869
H -1.442 2.269 3.016
H -2.911 0.512 4.317
H -1.424 0.820 5.140
H -0.691 -0.878 3.347
C -3.737 -0.083 -2.238
C -2.284 0.044 -1.610
O -2.311 0.426 -0.231
H -4.438 -0.373 -1.456
H -3.808 -0.772 -3.080
H -4.046 0.910 -2.565
H -1.709 0.750 -2.208
H -1.707 -0.878 -1.540
H -1.426 0.247 0.095
C -3.791 -3.201 3.628
O -4.866 -3.756 3.432
N -3.111 -3.363 4.739
N -3.286 -2.319 2.833
H -2.230 -2.973 5.044
H -3.635 -3.855 5.449
H -2.441 -1.797 3.017
H -4.038 -2.090 2.199
C 1.144 -2.140 -1.285
C 2.192 -1.066 -0.827
C 2.878 -1.402 0.556
O 3.673 -2.514 0.400
C 4.036 -3.086 1.657
N 3.123 -0.907 -1.961
H 1.520 -2.823 -2.048
H 0.329 -1.632 -1.801
H 0.712 -2.639 -0.418
H 1.778 -0.062 -0.738
H 2.072 -1.557 1.274
H 3.427 -0.482 0.752
H 4.490 -4.037 1.382
H 3.162 -3.405 2.225
H 4.690 -2.410 2.208
H 3.699 -0.180 -1.563
H 3.757 -1.687 -1.865
C -0.741 3.009 1.333
C 0.349 3.819 0.669
C 1.640 4.183 1.406
O 2.645 4.818 0.555
C 3.796 5.287 1.221
N 0.756 3.261 -0.628
H -0.505 2.467 2.248
H -0.909 2.194 0.629
H -1.645 3.541 1.628
H -0.089 4.727 0.255
H 2.032 3.303 1.915
H 1.348 4.875 2.196
H 4.435 5.414 0.347
H 4.264 4.743 2.041
H 3.636 6.224 1.756
H 0.024 3.437 -1.301
H 1.536 3.835 -0.914
C -0.199 -4.985 2.915
C 0.453 -4.302 4.110
C 0.677 -2.745 4.110
O 1.626 -2.207 3.150
C 2.853 -1.652 3.725
N -0.223 -4.653 5.341
H -1.219 -4.621 2.788
H -0.231 -6.057 3.110
H 0.222 -4.932 1.911
H 1.445 -4.753 4.077
H 1.000 -2.422 5.100
H -0.261 -2.193 4.064
H 3.175 -2.100 4.666
H 2.957 -0.573 3.837
H 3.643 -1.944 3.033
H -1.200 -4.845 5.169
H 0.171 -5.555 5.567
C -2.297 -0.682 -6.109
C -1.680 0.679 -5.775
C -0.317 0.577 -5.023
O -0.563 0.095 -3.697
C 0.676 -0.479 -3.196
N -1.640 1.404 -7.035
H -3.341 -0.636 -6.419
H -2.278 -1.175 -5.137
H -1.771 -1.299 -6.838
H -2.434 1.197 -5.182
H 0.251 1.501 -4.915
H 0.414 0.063 -5.648
H 0.895 -1.362 -3.796
H 0.584 -0.843 -2.172
H 1.481 0.256 -3.195
H -0.868 2.002 -6.778
H -1.206 0.877 -7.779
C -1.749 -1.728 1.559
C -0.238 -1.219 1.560
C 0.004 0.109 0.796
O -0.311 -0.014 -0.647
C 0.255 1.161 -1.411
N 0.282 -1.087 2.940
H -1.866 -2.636 2.150
H -1.974 -1.971 0.520
H -2.384 -0.879 1.814
H 0.452 -1.917 1.084
H 1.071 0.311 0.892
H -0.533 0.953 1.228
H 1.334 1.042 -1.502
H -0.068 2.077 -0.917
H -0.216 1.020 -2.383
H 0.590 -1.931 3.401
H 1.134 -0.545 2.901
C -0.661 6.447 -0.994
C 0.191 5.589 -1.975
C -0.543 4.487 -2.820
O -1.249 3.662 -1.923
C -1.816 2.530 -2.461
N 0.853 6.486 -2.893
H -1.564 6.615 -1.580
H -0.231 7.409 -0.716
H -0.805 5.791 -0.135
H 1.001 5.105 -1.429
H 0.184 3.987 -3.460
H -1.333 4.847 -3.478
H -2.272 1.870 -1.724
H -1.215 1.880 -3.097
H -2.801 2.799 -2.842
H 1.289 6.166 -3.746
H 1.330 7.190 -2.348
*
```

Properties
M = 871.30 g mol⁻¹
Max |F| = 0.3464 Eh/bohr
Energy relative to the best compared isomer or geometry (same formula, charge and spin) = 1090.85 kcal per mole
HOMO = -6.68 eV
HOMO-LUMO gap = 6.66 eV
E = -78573.297 eV



Record 2
Entry from the OMol25 dataset: a 6-piece molecular cluster, C20H40Br2O8 overall in a non-equilibrium geometry (wB97M-V/def2-TZVPD).

```
! wB97M-V def2-TZVPD RIJCOSX def2/J DEFGRID3
* xyz 0 1
C 5.871 -1.202 -1.181
C 5.015 -1.603 -2.333
O 4.298 -2.850 -2.132
C 4.765 -3.957 -2.662
C 3.753 -5.100 -2.518
O 5.872 -4.184 -3.169
H 5.233 -1.030 -0.315
H 6.438 -0.289 -1.364
H 6.592 -1.994 -0.981
H 4.244 -0.841 -2.444
H 5.604 -1.642 -3.250
H 4.270 -6.019 -2.241
H 3.315 -5.274 -3.501
H 2.927 -4.940 -1.825
C -2.906 -10.316 -1.268
C -1.711 -9.486 -1.048
O -1.836 -8.158 -1.563
C -2.657 -7.270 -0.947
C -2.669 -5.955 -1.615
O -3.429 -7.500 -0.040
H -2.600 -11.332 -1.021
H -3.284 -10.299 -2.290
H -3.698 -10.039 -0.571
H -1.420 -9.475 0.003
H -0.964 -9.966 -1.680
H -3.544 -5.953 -2.265
H -1.757 -5.878 -2.207
H -2.709 -5.147 -0.884
C -1.284 7.302 5.050
C -1.438 6.068 4.160
O -1.300 4.928 5.043
C -0.118 4.241 5.156
C -0.248 3.015 5.930
O 0.953 4.535 4.648
H -1.306 8.295 4.601
H -0.252 7.322 5.402
H -1.970 7.245 5.895
H -2.453 6.041 3.764
H -0.645 5.969 3.419
H 0.579 2.721 6.577
H -0.310 2.209 5.198
H -1.096 3.131 6.605
C 2.684 7.169 -1.396
C 3.387 7.816 -0.224
C 4.399 8.897 -0.513
O 3.185 7.386 0.928
H 3.286 6.387 -1.859
H 2.273 7.989 -1.983
H 1.800 6.664 -1.008
H 4.653 8.801 -1.568
H 5.277 8.784 0.124
H 4.070 9.879 -0.172
C -5.769 1.986 -1.615
C -5.443 0.532 -1.756
C -6.307 -0.195 -2.816
O -4.604 -0.084 -1.046
H -5.401 2.558 -2.467
H -5.450 2.452 -0.682
H -6.839 2.188 -1.666
H -6.468 -1.174 -2.366
H -5.844 -0.380 -3.785
H -7.288 0.261 -2.950
Br -0.071 1.594 -0.448
C 0.363 0.258 0.961
C 0.310 -1.077 0.267
Br 0.213 -2.512 1.590
H -0.446 0.289 1.690
H 1.342 0.512 1.368
H 1.162 -1.150 -0.408
H -0.597 -1.156 -0.333
*
```

Properties
M = 568.34 g mol⁻¹
Max |F| = 0.0772 Eh/bohr
Energy relative to the best compared isomer or geometry (same formula, charge and spin) = 41.71 kcal per mole
HOMO = -9.55 eV
HOMO-LUMO gap = 9.98 eV
SMILES = CCOC(C)=O.CCOC(C)=O.CCOC(C)=O.CC(C)=O.CC(C)=O.BrCCBr
E = -177852.759 eV



Record 3
Entry from the OMol25 dataset: one molecule with the formula C11H16N4O5 in a non-equilibrium geometry (wB97M-V/def2-TZVPD).

```
! wB97M-V def2-TZVPD RIJCOSX def2/J DEFGRID3
* xyz 0 1
N -1.499 1.025 -1.321
C -1.528 0.891 0.145
C -2.291 -0.348 0.585
C -3.788 -0.403 0.263
C -4.804 -0.823 1.069
N -5.896 -0.905 0.249
C -5.518 -0.457 -0.976
N -4.260 -0.130 -1.004
C -0.126 0.681 0.649
O 0.086 0.854 1.827
N 0.823 0.266 -0.230
C 2.268 0.611 0.117
C 3.206 0.009 -0.952
C 2.957 -1.498 -1.129
C 3.478 -2.348 -0.032
O 2.798 -3.033 0.673
O 4.803 -2.313 0.146
C 2.360 2.182 0.073
O 1.634 2.924 -0.519
O 3.425 2.573 0.767
H -1.659 2.004 -1.556
H -2.297 0.464 -1.604
H -2.010 1.717 0.662
H -2.144 -0.494 1.650
H -1.868 -1.248 0.127
H -4.832 -1.041 2.137
H -6.822 -1.304 0.422
H -6.205 -0.409 -1.841
H 0.610 0.484 -1.183
H 2.601 0.193 1.078
H 3.054 0.617 -1.911
H 4.258 0.239 -0.638
H 3.424 -1.891 -2.051
H 1.867 -1.713 -1.181
H 5.240 -1.980 -0.732
H 3.343 3.556 0.742
*
```

Properties
M = 284.27 g mol⁻¹
Max |F| = 0.0643 Eh/bohr
Energy relative to the best compared isomer or geometry (same formula, charge and spin) = 22.51 kcal per mole
HOMO = -8.88 eV
HOMO-LUMO gap = 9.31 eV
SMILES = N[C@@H](Cc1c[nH]cn1)C(=O)N[C@@H](CCC(=O)O)C(=O)O
E = -27865.509 eV



- What is the formula in the second record?
  C20H40Br2O8